i:
Density functional theory data (ωB97M-V with the def2-TZVPD basis set) for a 2-piece molecular cluster, CH5NO overall.

Positions of all 8 atoms, in Å:
H1 -0.084 0.692 1.256
H2 1.023 -0.783 -0.097
C1 -0.929 0.654 0.564
O1 1.972 -0.584 -0.199
H3 -1.643 0.032 -1.079
H4 -1.668 1.428 0.755
H5 2.274 -1.247 -0.827
N1 -0.947 -0.191 -0.372

Computed properties:
SMILES string: C=N.O
HOMO-LUMO gap in eV: 11.546
LUMO in eV: 1.064
Net charge: 0

=====

ii:
Density functional theory data (ωB97M-V with the def2-TZVPD basis set) for a 2-piece molecular cluster, CH5NO overall.

Positions of all 8 atoms, in Å:
H1 1.124 0.518 1.591
H2 2.290 0.959 2.770
H3 2.459 -0.507 1.785
H4 -2.165 0.302 -1.080
C1 -1.969 -0.377 -1.977
H5 -2.792 -0.205 -2.717
O1 -1.096 -1.126 -2.089
N1 2.148 0.437 1.718

Computed properties:
SMILES string: C=O.N
HOMO-LUMO gap in eV: 10.897
LUMO in eV: 0.868
Net charge: 0

=====

What should be chosen as the least stable of them? Choose ii.

=====

i:
Density functional theory data (ωB97M-V with the def2-TZVPD basis set) for an isolated molecule of C18H25F3N4O4.

Positions of all 54 atoms, in Å:
H1 -0.899 1.307 4.736
C1 -0.403 1.104 3.786
C2 1.947 -1.880 -0.626
H2 -2.621 1.631 -4.605
H3 -2.225 -1.139 -3.231
H4 -1.257 0.460 -4.911
C3 3.380 1.725 1.294
H5 1.076 -5.234 1.668
O1 -0.921 -0.948 -0.792
C4 3.421 -1.063 -1.917
H6 -0.522 -4.529 1.427
C5 0.318 -5.005 0.917
H7 -0.470 0.515 1.080
C6 -1.591 0.929 -2.772
F1 4.206 1.372 2.274
C7 -2.589 1.447 2.608
H8 0.548 -2.248 0.910
H9 -3.114 2.338 -2.304
H10 4.316 -0.791 -2.451
H11 -0.422 0.027 3.612
O2 -0.813 3.610 0.140
H12 0.639 1.407 3.882
H13 0.113 -3.882 -0.913
F2 3.369 3.070 1.224
C8 -2.099 2.107 -1.976
O3 1.877 -0.046 1.803
H14 -3.602 0.013 -2.917
H15 -3.053 1.602 3.582
C9 -1.992 0.842 -4.216
C10 -0.041 -0.488 -1.509
H16 -2.145 0.842 -0.358
H17 -0.035 -5.947 0.498
H18 -3.149 2.024 1.873
N1 -0.269 0.477 -2.442
C11 0.881 -4.092 -0.163
C12 -2.571 -0.116 -3.216
H19 2.149 -2.943 1.166
H20 0.515 0.819 -2.975
F3 3.882 1.269 0.136
C13 -0.430 1.582 1.308
C14 1.972 1.127 1.513
N2 0.968 1.988 1.310
H21 -1.048 2.925 2.841
C15 1.343 -0.955 -1.412
H22 -1.492 2.996 -2.153
C16 1.373 -2.764 0.420
C17 -1.117 1.847 2.661
H23 -2.689 0.386 2.360
N3 3.289 -1.935 -0.982
N4 -2.076 1.841 -0.534
C18 -1.079 2.424 0.204
H24 1.151 2.953 1.075
O4 2.294 -0.414 -2.253
H25 1.707 -4.586 -0.681

Computed properties:
SMILES string: CCCc1ncoc1C(=O)NC1(CNC(=O)[C@@H](NC(=O)C(F)(F)F)C(C)C)CC1
HOMO-LUMO gap in eV: 9.967
LUMO in eV: 0.548
Net charge: 0

=====

ii:
Density functional theory data (ωB97M-V with the def2-TZVPD basis set) for an isolated molecule of C18H25F3N4O4.

Positions of all 54 atoms, in Å:
H1 3.618 1.085 0.302
H2 1.629 1.198 -0.596
H3 3.371 4.130 1.679
O1 1.731 -1.458 1.069
H4 4.899 -1.454 -2.175
H5 -2.761 0.658 -0.882
H6 4.035 6.255 0.403
H7 -1.196 3.354 -0.823
C1 4.521 -0.832 -0.141
O2 4.823 2.045 2.211
H8 -0.449 -0.240 -1.390
F1 5.724 0.844 4.635
H9 -2.936 1.980 0.363
H10 6.651 -0.992 -0.455
H11 -1.016 2.048 -2.084
H12 6.073 0.672 -0.294
H13 -0.884 1.604 2.106
F2 3.839 1.885 4.854
C2 4.363 1.041 2.709
C3 0.672 3.439 4.824
C4 3.642 6.843 1.234
O3 1.340 3.064 0.408
H14 3.184 -1.265 -1.814
C5 -1.263 2.303 -1.062
C6 5.950 -0.348 0.077
C7 -0.130 0.063 -0.389
H15 2.119 6.701 2.758
C8 2.519 6.096 1.940
C9 2.998 4.750 2.493
H16 3.374 -0.748 2.578
C10 1.909 4.028 3.202
C11 3.527 0.047 0.632
H17 4.418 -1.847 0.257
H18 3.296 7.798 0.837
N1 3.775 0.024 2.065
N2 -0.429 1.901 1.257
H19 1.696 5.914 1.244
O4 0.148 2.804 3.762
N3 1.694 4.174 4.568
C12 -2.298 1.478 -0.351
H20 4.469 7.043 1.918
C13 0.653 2.720 1.362
H21 6.226 -0.353 1.132
H22 3.815 4.903 3.200
F3 3.868 -0.271 4.670
N4 1.303 0.276 -0.337
C14 2.096 -0.460 0.466
H23 4.205 0.161 -2.042
H24 0.194 3.272 5.776
H25 -0.359 -0.750 0.300
C15 4.175 -0.850 -1.627
C16 0.954 3.197 2.715
C17 4.448 0.868 4.243
C18 -0.849 1.335 0.006

Computed properties:
SMILES string: CCCc1ncoc1C(=O)NC1(CNC(=O)[C@@H](NC(=O)C(F)(F)F)C(C)C)CC1
HOMO-LUMO gap in eV: 10.039
LUMO in eV: 0.578
Net charge: 0

=====

What should be chosen as the least stable of them? Choose i.

=====

i:
Density functional theory data (ωB97M-V with the def2-TZVPD basis set) for an isolated ion of composition C4H11N3O and charge +1.

Positions of all 19 atoms, in Å:
H1 0.561 1.392 -1.147
H2 -0.251 -0.217 -2.034
H3 -1.845 -0.745 -2.359
H4 2.392 1.319 0.667
H5 0.293 2.397 0.194
C1 -1.014 -0.882 -1.660
N1 -0.575 -2.180 -1.492
C2 -1.533 -0.286 -0.249
H6 0.849 -0.165 2.520
O1 -2.431 -0.865 0.308
N2 1.067 0.745 2.151
H7 0.371 -2.309 -1.173
H8 -1.060 0.911 1.243
C3 1.505 0.714 0.769
H9 -1.184 -2.865 -1.057
H10 1.713 1.234 2.743
N3 -0.901 0.755 0.258
C4 0.395 1.347 -0.088
H11 1.648 -0.301 0.405

Computed properties:
Expectation value of S²: 0.76
2S+1: 2
HOMO-LUMO gap (alpha / beta) in eV: 10.456 / 5.311
LUMO (alpha / beta) in eV: -3.085 / -8.212
Net charge: +1

=====

ii:
Density functional theory data (ωB97M-V with the def2-TZVPD basis set) for a 2-piece molecular cluster, C4H11N3O overall.

Positions of all 19 atoms, in Å:
H1 -0.620 2.759 0.072
H2 1.288 2.638 1.609
N1 1.798 -1.655 -0.433
H3 1.579 0.782 1.472
H4 1.193 1.591 3.062
C1 0.701 -1.708 -1.331
C2 1.000 1.631 1.988
H5 -1.051 0.587 2.344
N2 0.955 -2.471 -2.484
N3 -0.470 -1.235 -1.015
O1 -2.579 2.067 0.614
H6 0.109 -2.705 -3.015
H7 2.343 -2.562 -0.466
H8 -2.804 2.857 0.099
H9 1.546 -3.302 -2.344
H10 -0.349 -0.552 -0.267
H11 1.490 -1.524 0.548
C3 -1.198 2.095 0.821
C4 -0.515 1.385 1.773

Computed properties:
Expectation value of S²: 0.76
2S+1: 2
HOMO-LUMO gap (alpha / beta) in eV: 7.671 / 3.716
LUMO (alpha / beta) in eV: -4.516 / -8.459
Net charge: +1

=====

What should be chosen as the least stable of them? Choose ii.

=====

i:
Density functional theory data (ωB97M-V with the def2-TZVPD basis set) for an isolated ion of composition C8H14N4 and charge +2.

Positions of all 26 atoms, in Å:
H1 -0.076 2.543 -0.132
H2 -1.093 0.866 1.333
H3 -1.672 2.581 -0.738
H4 3.734 -1.849 -1.447
H5 -2.812 0.877 -0.727
H6 -2.445 -1.752 -1.168
C1 1.798 -1.130 -0.668
C2 1.130 -0.210 0.156
C3 -0.831 1.933 -0.582
N1 -0.174 -0.270 -0.025
H7 -3.610 -1.569 0.050
H8 4.995 -0.115 -0.112
C4 -1.065 0.689 0.228
N2 -2.496 0.171 -0.037
H9 1.169 -1.823 -1.069
H10 1.326 1.421 1.584
N3 -2.652 -1.214 -0.218
H11 -0.583 1.838 -1.729
H12 4.017 1.553 1.142
N4 -1.772 -1.704 0.688
C5 3.912 -0.070 -0.173
C6 3.179 -1.098 -0.795
C7 1.911 0.730 0.927
C8 3.263 0.838 0.672
H13 -1.933 -1.363 1.607
H14 -1.698 -2.694 0.815

Computed properties:
HOMO-LUMO gap in eV: 7.392
LUMO in eV: -10.135
Net charge: +2

=====

ii:
Density functional theory data (ωB97M-V with the def2-TZVPD basis set) for an isolated ion of composition C8H14N4 and charge +2.

Positions of all 26 atoms, in Å:
N1 -0.607 0.121 -0.112
C1 -1.044 1.430 0.024
H1 1.297 -1.960 0.868
H2 0.364 2.773 -1.026
H3 -0.994 -2.819 0.167
N2 1.512 -0.947 0.615
H4 0.791 2.615 0.744
H5 3.421 -1.458 -0.085
H6 3.465 -0.233 1.141
H7 0.436 -0.956 -1.415
C2 0.735 -0.277 -0.494
H8 -3.807 -0.091 0.301
H9 -2.018 -2.758 -1.309
C3 -1.805 -2.220 -0.277
N3 2.931 0.441 -0.665
H10 -2.617 -2.481 0.351
H11 1.545 1.411 -1.905
H12 -2.964 2.148 0.093
C4 -2.771 0.111 -0.012
C5 -1.675 -0.725 -0.163
C6 1.769 0.755 -1.059
C7 -0.052 2.633 0.045
H13 -0.630 3.464 0.440
H14 1.019 -0.387 1.420
N4 -2.345 1.372 0.048
C8 2.936 -0.599 0.320

Computed properties:
SMILES string: Cc1c[nH+]c(C)n1[C@H]1C=NC[NH2+]1
HOMO-LUMO gap in eV: 10.175
LUMO in eV: -7.042
Net charge: +2

=====

What should be chosen as the least stable of them? Choose i.